Density functional theory data (ωB97M-V with the def2-TZVPD basis set) for 14 unconnected molecules or ions with the total composition C38H64BrCl27F12N2O3P in a non-equilibrium geometry.

Bonds (Å) are listed after each position.
Geometry (Å):
1 C -1.995 -0.826 6.382  C2 1.625, H46 1.151, H47 1.136, H48 1.137
2 C -0.751 -0.140 5.593  C1 1.625, C3 1.631, H49 1.133, H50 1.136
3 C -0.067 -1.248 4.611  C2 1.631, Cl4 1.823, C5 1.596, H51 1.151
4 Cl 0.790 -2.369 5.765  C3 1.823
5 C 0.794 -0.613 3.427  C3 1.596, C6 1.629, O21 1.469, C37 1.641
6 C 1.965 0.265 4.141  C5 1.629, C7 1.595, H52 1.133, H53 1.155
7 C 1.574 1.782 4.442  C6 1.595, C8 1.598, H54 1.153, H55 1.135
8 C 2.237 2.393 5.762  C7 1.598, F9 1.437, F10 1.427, C11 1.578
9 F 2.287 1.394 6.794  C8 1.437
10 F 1.307 3.351 6.264  C8 1.427
11 C 3.713 2.927 5.600  C8 1.578, F12 1.432, F13 1.422, C14 1.584
12 F 4.497 1.880 5.018  C11 1.432
13 F 4.330 3.171 6.858  C11 1.422
14 C 3.952 4.219 4.716  C11 1.584, F15 1.428, F16 1.411, C17 1.594
15 F 5.321 4.577 4.908  C14 1.428
16 F 3.822 4.037 3.323  C14 1.411
17 C 3.120 5.523 5.101  C14 1.594, F18 1.418, F19 1.402, F20 1.417
18 F 1.836 5.538 4.499  C17 1.418
19 F 2.992 5.720 6.483  C17 1.402
20 F 3.782 6.648 4.549  C17 1.417
21 O -0.173 0.286 2.782  C5 1.469, C22 1.425
22 C 0.320 0.873 1.581  O21 1.425, C23 1.619, C30 1.594, H56 1.161
23 C -0.455 2.209 1.099  C22 1.619, C24 1.608, H57 1.143, H58 1.139
24 C 0.383 3.553 1.376  C23 1.608, C25 1.602, H59 1.149, H60 1.160
25 C 1.707 3.698 0.487  C24 1.602, O26 1.452, H61 1.156, H62 1.154
26 O 1.762 2.801 -0.653  C25 1.452, C27 1.431
27 C 3.139 2.728 -1.037  O26 1.431, C28 1.600, O29 1.237
28 C 4.185 1.751 -0.322  C27 1.600, H63 1.148, H64 1.154, H65 1.146
29 O 3.567 3.451 -1.945  C27 1.237
30 C 0.437 -0.265 0.471  C22 1.594, C31 1.577, N35 1.510, H66 1.160
31 C -0.875 -0.871 -0.162  C30 1.577, C32 1.600, H67 1.153, H68 1.153
32 C -2.292 -0.360 0.377  C31 1.600, C33 1.630, Br34 2.023, H69 1.132
33 C -2.940 0.799 -0.568  C32 1.630, H70 1.144, H71 1.131, H72 1.152
34 Br -3.571 -1.918 0.210  C32 2.023
35 N 1.510 -1.204 0.967  C30 1.510, C36 1.495, C37 1.497, H73 1.048
36 C 1.897 -2.208 -0.071  N35 1.495, H74 1.139, H75 1.132, H76 1.148
37 C 1.415 -1.706 2.373  C5 1.641, N35 1.497, C38 1.635, P44 1.941
38 C 2.830 -2.323 2.911  C37 1.635, C39 1.578, H77 1.151, H78 1.156
39 C 4.196 -1.704 2.420  C38 1.578, C40 1.591, H79 1.154, H80 1.154
40 C 5.080 -2.538 1.394  C39 1.591, F41 1.397, F42 1.431, F43 1.439
41 F 4.984 -3.928 1.495  C40 1.397
42 F 6.441 -2.234 1.712  C40 1.431
43 F 4.975 -2.120 0.021  C40 1.439
44 P 0.391 -3.355 2.400  C37 1.941, N45 1.584, H81 1.452, H82 1.453
45 N -1.176 -3.210 2.214  P44 1.584, H83 1.029
46 H -2.845 -0.929 5.613  C1 1.151
47 H -1.765 -1.880 6.736  C1 1.136
48 H -2.309 -0.228 7.297  C1 1.137
49 H -1.201 0.735 5.031  C2 1.133
50 H 0.002 0.205 6.372  C2 1.136
51 H -1.012 -1.808 4.268  C3 1.151
52 H 2.473 -0.289 4.988  C6 1.133
53 H 2.767 0.371 3.316  C6 1.155
54 H 1.941 2.457 3.582  C7 1.153
55 H 0.463 1.997 4.517  C7 1.135
56 H 1.407 1.261 1.711  C22 1.161
57 H -1.481 2.279 1.597  C23 1.143
58 H -0.594 2.100 -0.026  C23 1.139
59 H 0.567 3.711 2.499  C24 1.149
60 H -0.313 4.429 1.068  C24 1.160
61 H 2.603 3.417 1.161  C25 1.156
62 H 1.922 4.780 0.149  C25 1.154
63 H 5.224 2.237 -0.356  C28 1.148
64 H 3.942 1.599 0.796  C28 1.154
65 H 4.284 0.745 -0.861  C28 1.146
66 H 0.949 0.287 -0.412  C30 1.160
67 H -0.925 -2.021 -0.107  C31 1.153
68 H -0.899 -0.667 -1.297  C31 1.153
69 H -2.329 -0.066 1.470  C32 1.132
70 H -2.156 1.188 -1.305  C33 1.144
71 H -3.893 0.450 -1.068  C33 1.131
72 H -3.213 1.659 0.149  C33 1.152
73 H 2.322 -0.541 0.981  N35 1.048
74 H 2.668 -2.976 0.266  C36 1.139
75 H 1.047 -2.799 -0.530  C36 1.132
76 H 2.384 -1.625 -0.932  C36 1.148
77 H 2.859 -2.299 4.061  C38 1.151
78 H 2.904 -3.455 2.688  C38 1.156
79 H 4.163 -0.630 1.999  C39 1.154
80 H 4.879 -1.577 3.342  C39 1.154
81 H 0.639 -4.086 3.630  P44 1.452
82 H 0.852 -4.259 1.359  P44 1.453
83 H -1.358 -2.199 2.154  N45 1.029
84 C 3.707 -0.930 -3.696  Cl85 1.770, Cl86 1.774, H87 1.086, H88 1.089
85 Cl 1.995 -0.842 -3.259  C84 1.770
86 Cl 4.725 -1.309 -2.293  C84 1.774
87 H 3.838 -1.705 -4.446  C84 1.086
88 H 4.014 0.032 -4.104  C84 1.089
89 C -4.126 -1.922 -3.549  Cl90 1.768, Cl91 1.770, H92 1.089, H93 1.095
90 Cl -5.466 -1.186 -2.661  C89 1.768
91 Cl -2.680 -0.902 -3.499  C89 1.770
92 H -3.893 -2.887 -3.101  C89 1.089
93 H -4.428 -2.058 -4.592  C89 1.095
94 C -6.950 -1.662 -6.831  Cl95 1.770, Cl96 1.768, H97 1.085, H98 1.088
95 Cl -5.491 -2.460 -6.223  C94 1.770
96 Cl -6.627 0.021 -7.263  C94 1.768
97 H -7.300 -2.192 -7.711  C94 1.085
98 H -7.715 -1.685 -6.057  C94 1.088
99 C -10.470 1.073 -7.879  Cl100 1.768, Cl101 1.767, H102 1.088, H103 1.088
100 Cl -10.353 -0.544 -7.173  C99 1.768
101 Cl -9.057 1.441 -8.874  C99 1.767
102 H -11.362 1.123 -8.501  C99 1.088
103 H -10.538 1.805 -7.077  C99 1.088
104 C 4.111 7.975 1.390  Cl105 1.766, Cl106 1.769, H107 1.088, H108 1.088
105 Cl 4.261 9.216 0.142  C104 1.766
106 Cl 2.672 6.979 1.133  C104 1.769
107 H 4.992 7.336 1.362  C104 1.088
108 H 4.037 8.458 2.363  C104 1.088
109 C -6.764 -0.876 -11.321  Cl110 1.768, Cl111 1.768, H112 1.088, H113 1.088
110 Cl -6.725 -2.433 -10.484  C109 1.768
111 Cl -5.333 -0.658 -12.335  C109 1.768
112 H -7.652 -0.835 -11.950  C109 1.088
113 H -6.798 -0.080 -10.581  C109 1.088
114 C 4.383 -7.181 3.123  Cl115 1.768, Cl116 1.767, H117 1.089, H118 1.088
115 Cl 2.999 -7.771 2.193  C114 1.768
116 Cl 3.885 -6.625 4.725  C114 1.767
117 H 5.103 -7.990 3.237  C114 1.089
118 H 4.841 -6.352 2.587  C114 1.088
119 C 7.015 -3.344 -5.138  Cl120 1.769, Cl121 1.767, H122 1.088, H123 1.088
120 Cl 5.326 -3.548 -4.654  C119 1.769
121 Cl 7.419 -1.635 -5.337  C119 1.767
122 H 7.656 -3.773 -4.370  C119 1.088
123 H 7.176 -3.858 -6.083  C119 1.088
124 C -7.492 -5.684 -7.400  Cl125 1.768, Cl126 1.773, H127 1.089, H128 1.089
125 Cl -7.543 -4.535 -8.743  C124 1.768
126 Cl -8.270 -5.044 -5.942  C124 1.773
127 H -8.009 -6.593 -7.700  C124 1.089
128 H -6.451 -5.910 -7.172  C124 1.089
129 C -2.337 6.264 3.005  Cl130 1.770, Cl131 1.768, H132 1.088, H133 1.088
130 Cl -2.209 4.646 3.710  C129 1.770
131 Cl -0.910 6.656 2.038  C129 1.768
132 H -3.218 6.303 2.367  C129 1.088
133 H -2.431 6.993 3.807  C129 1.088
134 C -10.354 -2.654 -3.511  Cl135 1.767, Cl136 1.769, H137 1.089, H138 1.088
135 Cl -10.257 -4.258 -2.777  C134 1.767
136 Cl -8.929 -2.316 -4.503  C134 1.769
137 H -11.241 -2.605 -4.140  C134 1.089
138 H -10.420 -1.907 -2.722  C134 1.088
139 C 4.024 -10.530 4.223  Cl140 1.768, Cl141 1.767, H142 1.089, H143 1.089
140 Cl 3.914 -10.216 5.959  C139 1.768
141 Cl 3.297 -12.085 3.805  C139 1.767
142 H 3.501 -9.740 3.686  C139 1.089
143 H 5.074 -10.542 3.932  C139 1.089
144 C 3.176 10.993 -2.883  Cl145 1.767, Cl146 1.768, H147 1.088, H148 1.088
145 Cl 3.952 11.633 -4.336  C144 1.767
146 Cl 1.707 11.895 -2.492  C144 1.768
147 H 2.916 9.950 -3.051  C144 1.088
148 H 3.871 11.070 -2.048  C144 1.088

Output
Total charge: +1
E_LUMO, eV: -2.318
E_tot, eV: -499600.1193
Highest occupied orbital energy, eV: -11.2
Molecular weight, u: 1893.0
Kohn-Sham gap, hartree: 0.327